(1)
{
  "formula": "C7H36F3O15S",
  "method": "the ωB97M-V functional and the def2-TZVPD basis",
  "elements": ["C", "F", "F", "F", "S", "O", "O", "O", "O", "H", "H", "O", "H", "H", "O", "H", "H", "O", "H", "H", "O", "H", "H", "O", "H", "H", "O", "H", "H", "O", "H", "H", "O", "H", "H", "O", "H", "H", "C", "C", "C", "O", "H", "H", "H", "H", "H", "H", "H", "H", "C", "C", "C", "O", "H", "H", "H", "H", "H", "H", "H", "H"],
  "positions_angstrom": [[-1.335, -0.223, -0.131], [-2.619, -0.544, -0.342], [-0.969, -0.462, 1.114], [-0.536, -0.914, -0.934], [-1.169, 1.627, -0.528], [0.249, 1.907, -0.327], [-1.687, 1.745, -1.891], [-2.005, 2.351, 0.424], [-2.308, -3.260, 0.916], [-2.290, -2.627, 0.190], [-3.079, -3.809, 0.742], [-0.193, -2.984, 2.829], [0.591, -3.283, 2.358], [-0.894, -2.978, 2.151], [-2.436, 4.919, 2.321], [-2.115, 5.715, 1.882], [-3.279, 4.733, 1.897], [1.887, 4.016, 0.018], [1.252, 3.322, -0.256], [2.384, 4.221, -0.779], [-2.625, 4.805, -0.886], [-2.534, 4.022, -0.314], [-2.916, 4.454, -1.739], [-4.887, 1.421, 1.572], [-4.928, 2.251, 1.085], [-4.270, 0.880, 1.067], [0.291, -0.598, 4.449], [1.165, -0.337, 4.149], [0.088, -1.397, 3.942], [-2.207, 2.173, 3.027], [-2.386, 2.112, 2.063], [-3.077, 2.118, 3.436], [0.695, 2.691, 2.977], [1.108, 2.827, 2.116], [1.283, 2.087, 3.435], [-3.578, 3.294, -3.364], [-4.396, 3.237, -2.859], [-3.060, 2.520, -3.078], [0.648, -4.139, -1.002], [0.114, -3.785, -2.410], [1.253, -3.493, -3.367], [-0.454, -5.028, -2.872], [1.004, -5.167, -0.935], [-0.151, -4.193, -0.250], [1.347, -3.434, -0.553], [-0.500, -2.889, -2.514], [0.935, -3.289, -4.396], [1.976, -4.302, -3.471], [1.710, -2.523, -3.154], [-0.986, -5.407, -2.166], [5.441, -0.227, 0.081], [4.292, -0.143, -0.904], [3.166, -1.187, -0.805], [3.694, 1.159, -0.693], [6.005, 0.688, 0.250], [6.158, -1.021, -0.145], [5.041, -0.442, 1.079], [4.668, -0.052, -1.931], [3.561, -2.197, -0.694], [2.344, -1.061, -1.501], [2.778, -0.934, 0.192], [2.746, 1.031, -0.573]],
  "atomic_forces_ev_per_a": [[0.680, 2.856, 0.008], [-0.052, -0.804, 0.157], [-0.425, -0.358, 0.137], [-0.155, -0.648, -0.386], [-0.056, 1.226, -0.303], [-0.578, -1.033, -0.519], [0.683, -0.746, 0.644], [-0.110, -0.991, -0.601], [-0.035, -0.075, -0.274], [-0.091, 0.027, 0.062], [0.023, -0.003, 0.146], [-0.069, -0.123, -0.282], [0.012, 0.032, 0.051], [0.082, -0.017, 0.331], [-0.043, 0.428, 0.114], [-0.034, -0.126, -0.122], [0.061, 0.004, -0.080], [-0.125, -0.154, -0.118], [0.225, 0.417, 0.169], [0.040, -0.042, 0.045], [-0.369, -0.042, 0.186], [0.218, 0.257, -0.233], [0.207, -0.027, 0.003], [-0.286, -0.076, -0.111], [0.128, -0.024, 0.009], [0.105, 0.114, 0.073], [0.110, -0.124, 0.213], [-0.014, 0.050, -0.065], [-0.061, 0.000, -0.101], [-0.570, -0.476, -0.144], [0.409, 0.254, 1.021], [0.030, -0.054, -0.044], [0.267, 0.074, -0.078], [-0.042, 0.118, -0.032], [-0.040, -0.064, 0.038], [-0.120, -0.167, 0.019], [0.017, -0.061, -0.069], [0.074, 0.308, 0.131], [-0.939, 0.609, 0.928], [1.808, -1.475, 0.014], [0.278, 0.598, -0.985], [-0.692, 0.636, -0.458], [0.641, 0.171, -0.659], [-0.394, 0.359, -0.282], [0.264, -0.005, -0.383], [-0.781, -0.407, 0.637], [-0.636, -0.401, 0.098], [0.146, 0.076, 0.471], [0.368, -0.311, 0.575], [-0.063, 0.110, 0.007], [-0.109, -0.976, 0.922], [-0.460, 1.570, -1.125], [1.110, 0.558, 1.820], [-0.102, -0.336, 0.113], [-0.217, 0.246, -0.679], [-0.089, -0.043, -0.156], [-0.099, -0.157, -0.047], [0.223, -0.518, 0.035], [-0.177, -0.131, -0.524], [0.293, -0.101, -0.355], [-0.402, -0.348, 0.000], [-0.068, 0.350, 0.032]],
  "mulliken_charge": [0.4259, -0.2865, -0.0726, -0.1823, 1.0767, -0.6918, -0.6961, -0.4771, -0.6490, 0.2416, 0.2783, -0.6564, 0.3109, 0.3255, -0.5470, 0.2817, 0.2701, -0.6474, 0.5085, 0.2856, -0.6830, 0.2500, 0.3849, -0.6773, 0.3203, 0.2935, -0.5871, 0.2545, 0.3882, -0.5907, 0.2537, 0.2823, -0.5865, 0.3106, 0.2263, -0.6912, 0.3101, 0.4095, -0.8295, 0.9655, -1.4435, -0.6050, 0.4901, 0.2121, -0.0049, -0.0148, 0.3886, 0.3538, 0.2437, 0.3254, -1.3896, 0.7379, -1.3625, -0.5691, 0.3932, 0.3394, 0.2927, 0.1911, 0.4307, 0.2646, 0.3752, 0.2480],
  "charge": -1,
  "homo_energy_ev": -6.69,
  "total_energy_ha": -2114.769523
}

---

(2)
{
  "formula": "C7H37NO12",
  "method": "the ωB97M-V functional and the def2-TZVPD basis",
  "elements": ["C", "C", "C", "C", "C", "C", "C", "N", "H", "H", "H", "H", "H", "H", "H", "H", "H", "H", "H", "H", "H", "H", "H", "O", "H", "H", "O", "H", "H", "O", "H", "H", "O", "H", "H", "O", "H", "H", "O", "H", "H", "O", "H", "H", "O", "H", "H", "O", "H", "H", "O", "H", "H", "O", "H", "H", "O"],
  "positions_angstrom": [[0.798, -2.298, 0.065], [1.376, -1.101, 0.816], [0.986, -1.189, 2.358], [0.090, -0.042, 2.706], [-1.168, -0.278, 3.086], [-2.187, 0.780, 3.132], [-2.230, 1.913, 2.462], [2.844, -1.103, 0.670], [-0.076, -2.055, -0.516], [0.671, -3.222, 0.638], [1.601, -2.647, -0.594], [0.945, -0.145, 0.509], [1.947, -1.151, 2.870], [0.387, -2.088, 2.467], [0.493, 0.953, 2.581], [-1.526, -1.273, 3.322], [-3.037, 0.490, 3.750], [-1.385, 2.288, 1.893], [-2.989, 2.657, 2.640], [3.226, -1.981, 0.970], [3.248, -0.391, 1.270], [0.522, 3.405, -1.021], [1.548, 2.245, -1.329], [1.400, 3.075, -0.757], [-0.465, -2.555, -3.584], [-0.957, -1.372, -2.848], [-0.090, -1.777, -3.142], [0.481, 2.368, -3.601], [-0.158, 2.743, -5.013], [-0.279, 2.768, -4.032], [-3.916, 0.905, -0.623], [-2.603, 1.880, -1.074], [-2.955, 1.096, -0.597], [3.777, 1.814, 2.791], [3.726, 0.031, -0.873], [4.053, 0.781, -1.435], [1.547, 2.735, 3.463], [1.590, 3.330, 2.121], [2.154, 2.774, 2.717], [4.046, 1.545, 1.408], [4.020, 1.509, -0.815], [4.213, 1.146, 2.256], [0.542, -4.111, -1.867], [-0.872, -4.567, -2.140], [-0.355, -4.139, -1.468], [2.564, 1.105, -2.676], [1.224, 0.361, -2.756], [1.630, 1.238, -2.817], [-3.170, -0.398, -3.307], [-2.388, 0.016, -2.076], [-2.624, -0.790, -2.588], [-4.269, -1.526, -0.254], [-3.643, -1.306, -1.630], [-4.451, -1.623, -1.205], [-2.887, -0.415, 0.794], [-3.375, -1.653, 1.542], [-3.595, -0.759, 1.342]],
  "atomic_forces_ev_per_a": [[1.230, -0.006, -0.235], [0.099, -0.844, 1.693], [-0.018, 0.750, -1.108], [-0.024, -1.197, 0.387], [0.144, 1.335, -0.512], [-0.575, -0.866, 0.909], [0.759, 1.111, 0.426], [-0.333, 1.140, -0.786], [-0.167, -0.179, -0.013], [-0.533, 0.537, 0.501], [-0.277, 0.434, -0.616], [0.375, -0.071, -0.670], [-0.255, -0.359, 0.484], [0.490, -0.325, 0.576], [-0.191, 0.138, -0.162], [0.203, -0.131, -0.141], [-0.052, 0.350, -0.127], [0.010, -0.331, -0.360], [-0.380, -0.131, -0.052], [0.091, -0.474, 0.108], [0.035, -0.101, 0.268], [0.632, -0.235, 0.003], [-0.563, 1.675, 0.872], [-0.177, -1.256, -0.651], [0.552, 0.144, 0.033], [1.192, -0.341, -0.341], [-1.423, 0.410, -0.021], [0.525, -0.277, -0.339], [0.133, -0.102, 1.490], [-0.836, 0.445, -1.218], [0.627, 0.834, -0.430], [-1.312, -0.554, 0.539], [0.745, -0.031, -0.260], [-0.198, -0.035, 0.498], [0.127, 0.133, -0.409], [-0.393, -0.782, 0.371], [0.263, -0.289, 0.497], [1.118, -0.638, 0.058], [-1.663, 1.241, -0.496], [0.151, 0.068, -0.717], [0.120, 0.528, -0.005], [0.371, -0.189, 0.129], [-0.802, 0.155, 0.478], [-0.523, -0.433, -0.340], [0.986, -0.369, -0.324], [1.087, -0.244, 0.253], [0.082, -0.054, -0.142], [-0.979, -0.221, -0.055], [0.476, -0.624, 0.379], [-0.158, -0.438, 0.148], [0.746, 1.745, -1.473], [-0.456, -0.023, -0.355], [-0.205, -0.450, -0.045], [-0.876, -0.238, 1.075], [0.406, 0.254, 0.065], [0.394, -1.044, 0.308], [-0.800, 0.460, -0.146]],
  "mulliken_charge": [-1.8511, 1.1533, -0.9761, 0.1423, -0.4813, -0.1168, -0.8334, -0.7184, 0.3509, 0.5117, 0.3825, 0.1298, 0.3744, 0.2923, 0.2984, 0.4388, 0.2291, 0.1331, 0.3097, 0.2158, 0.1672, 0.2888, 0.3826, -0.6055, 0.2591, 0.4037, -0.6111, 0.4069, 0.2995, -0.6564, 0.3413, 0.2672, -0.6451, 0.3662, 0.4181, -0.7719, 0.2847, 0.2895, -0.6371, 0.2237, 0.3048, -0.6798, 0.3056, 0.2783, -0.5877, 0.2841, 0.3699, -0.7418, 0.3162, 0.3887, -0.7825, 0.3957, 0.4655, -0.7451, 0.3309, 0.2998, -0.6591],
  "homo_energy_ev": -8.63,
  "total_energy_ha": -1246.460574
}

---

(3)
{
  "formula": "C7H37NO16PS",
  "method": "the ωB97M-V functional and the def2-TZVPD basis",
  "elements": ["C", "C", "C", "C", "C", "C", "O", "O", "N", "S", "C", "P", "O", "O", "O", "H", "H", "H", "H", "H", "H", "H", "H", "H", "H", "H", "H", "H", "H", "H", "O", "H", "H", "O", "H", "H", "O", "H", "H", "O", "H", "H", "O", "H", "H", "O", "H", "H", "O", "H", "H", "O", "H", "H", "O", "H", "H", "O", "H", "H", "O", "H", "H"],
  "positions_angstrom": [[-4.065, -0.333, 1.008], [-2.584, -0.126, 0.462], [-1.743, -1.478, 0.665], [-0.164, -1.277, 0.767], [0.549, -0.924, -0.627], [-0.412, -1.149, -1.900], [-0.817, -0.191, -2.651], [-0.789, -2.457, -2.231], [1.237, 0.401, -0.665], [2.524, 0.498, 0.526], [0.317, 1.520, -0.343], [1.061, 3.071, -1.180], [1.949, 3.892, -0.250], [2.083, 2.489, -2.422], [-0.161, 3.972, -1.953], [-4.755, 0.548, 0.816], [-3.972, -0.540, 2.142], [-4.450, -1.302, 0.531], [-2.539, 0.129, -0.651], [-2.060, 0.724, 1.015], [-2.054, -2.282, -0.090], [-2.079, -1.896, 1.683], [0.262, -2.277, 1.136], [0.085, -0.531, 1.604], [1.376, -1.707, -0.756], [2.328, 1.676, 1.259], [-0.722, 1.419, -0.781], [0.179, 1.695, 0.781], [1.497, 2.172, -3.151], [-0.435, 4.732, -1.401], [4.278, 0.181, 3.041], [4.915, 0.235, 2.315], [4.809, 0.332, 3.831], [6.172, -1.602, 1.438], [5.606, -2.270, 1.025], [7.058, -1.818, 1.125], [6.082, -4.160, 3.431], [6.016, -3.266, 3.069], [5.291, -4.250, 3.974], [-4.540, 0.395, -1.911], [-5.088, -0.276, -2.333], [-3.644, 0.182, -2.204], [-3.418, -1.648, 4.138], [-3.562, -2.199, 4.916], [-2.947, -0.880, 4.480], [-0.677, 0.998, 2.739], [-0.802, 0.439, 3.514], [-0.146, 1.738, 3.068], [4.412, -3.370, -0.567], [4.868, -4.220, -0.545], [3.932, -3.384, -1.404], [1.826, 2.019, 4.308], [1.976, 2.971, 4.270], [2.541, 1.646, 3.772], [-2.658, -1.751, -4.860], [-2.019, -1.697, -5.578], [-2.124, -1.597, -4.062], [-1.438, 6.394, -3.059], [-0.957, 5.557, -3.027], [-1.906, 6.362, -3.901], [-5.329, -0.159, -6.025], [-4.558, -0.585, -5.624], [-5.617, -0.785, -6.697]],
  "atomic_forces_ev_per_a": [[0.889, -0.579, 0.335], [0.455, -0.186, -0.297], [-0.500, 0.116, 1.188], [-0.461, -0.901, 0.091], [0.091, -1.541, 0.261], [-2.143, -3.362, -3.208], [1.193, -1.151, 2.226], [2.106, 5.303, 2.235], [-1.382, 0.925, 0.892], [0.693, -0.046, 0.327], [-0.899, 1.061, -0.739], [2.848, 0.677, 0.496], [-2.262, -1.256, -1.663], [-3.189, 1.156, 0.967], [1.330, -1.040, 0.997], [0.878, -1.221, 0.114], [-0.350, 0.403, -1.803], [0.178, 1.501, 0.628], [-0.266, -0.284, 1.664], [-0.858, -1.227, -0.669], [0.700, 1.314, 0.801], [0.508, 0.546, -1.241], [-0.528, 1.318, -0.634], [-0.338, -1.034, -1.735], [-1.093, 1.171, 0.015], [-0.413, -1.024, -0.997], [1.360, -0.376, 0.226], [0.315, 0.005, -1.601], [0.616, -0.083, 0.580], [0.404, -0.583, 0.046], [0.080, 0.365, 0.283], [-0.100, -0.245, -0.063], [-0.019, -0.072, -0.065], [0.194, -0.347, 0.204], [-0.241, 0.254, -0.264], [-0.080, 0.102, -0.016], [-0.114, 0.140, 0.031], [0.058, 0.021, -0.028], [0.067, -0.028, -0.074], [-0.146, -0.080, -0.328], [0.061, 0.093, -0.018], [-0.015, 0.024, -0.056], [0.072, -0.037, 0.382], [-0.001, -0.004, -0.111], [-0.074, -0.004, -0.128], [-0.136, 0.550, 0.626], [0.110, 0.003, -0.106], [0.146, -0.206, 0.137], [0.265, -0.243, -0.013], [-0.112, 0.037, 0.031], [-0.075, 0.192, 0.130], [0.083, 0.250, -0.097], [-0.016, -0.085, 0.020], [-0.065, -0.235, -0.062], [-0.227, 0.134, -0.298], [0.001, 0.011, 0.146], [0.212, -0.076, 0.312], [0.032, -0.059, -0.097], [-0.012, 0.032, -0.211], [-0.007, 0.007, 0.121], [-0.015, -0.145, -0.130], [0.172, -0.005, 0.152], [0.021, 0.057, 0.087]],
  "mulliken_charge": [-0.9097, 1.1532, -0.8815, -0.1625, 0.6669, -0.0056, -0.6531, -0.8205, 0.0439, -0.1016, 0.1519, 0.7303, -0.7357, -0.5467, -0.5583, 0.2632, 0.2284, 0.2368, -0.6667, -0.0968, 0.3593, 0.3878, 0.2425, 0.0750, 0.0738, 0.0790, 0.0411, -0.1449, 0.3453, 0.3398, -0.6078, 0.2941, 0.2665, -0.5935, 0.3428, 0.2781, -0.6511, 0.3502, 0.3173, -0.6222, 0.2998, 0.3021, -0.6206, 0.2827, 0.2966, -0.5287, 0.2294, 0.2141, -0.6046, 0.2875, 0.3113, -0.6347, 0.3217, 0.3028, -0.7012, 0.2761, 0.3581, -0.6347, 0.4120, 0.3172, -0.6536, 0.3581, 0.2994],
  "charge": -1,
  "homo_energy_ev": -5.07,
  "total_energy_ha": -2287.120002
}

---

(4)
{
  "formula": "C7H3BrClNO2S2",
  "method": "the ωB97M-V functional and the def2-TZVPD basis",
  "elements": ["C", "C", "C", "C", "C", "C", "C", "N", "O", "O", "S", "S", "Cl", "Br", "H", "H", "H"],
  "positions_angstrom": [[0.839, -1.878, 0.266], [2.140, -1.510, 0.564], [0.410, 0.421, -0.382], [-0.024, -0.900, -0.205], [-0.423, 1.472, -0.899], [1.768, 0.643, -0.054], [-2.766, -0.454, 0.268], [2.586, -0.278, 0.395], [0.138, 3.269, 0.867], [-2.547, 0.478, 0.960], [-1.675, -1.451, -0.646], [-0.641, 3.004, -0.327], [2.485, 2.168, -0.352], [-4.567, -1.102, -0.075], [0.507, -2.896, 0.392], [2.861, -2.221, 0.936], [-1.094, 1.233, -1.709]],
  "atomic_forces_ev_per_a": [[0.008, 0.088, -0.052], [-0.174, -0.035, -0.102], [0.813, -0.267, 0.501], [-0.493, 0.177, 0.012], [-0.745, 1.517, 0.159], [-0.300, -0.247, -0.127], [-0.012, 0.606, 0.346], [0.255, 0.128, 0.128], [0.192, 0.454, 0.724], [-0.028, -0.283, -0.023], [0.569, -0.368, -0.372], [-0.066, -1.795, -0.944], [0.312, 0.221, -0.145], [-0.068, 0.007, 0.008], [-0.065, -0.080, 0.064], [0.011, -0.176, 0.068], [-0.210, 0.055, -0.245]],
  "mulliken_charge": [-0.4381, -0.3642, 0.2243, 0.3563, -0.8051, 0.5718, 0.6246, -0.5578, -0.4635, -0.4035, -0.1321, 0.3928, -0.1555, -0.1565, 0.4195, 0.4033, 0.4837],
  "homo_energy_ev": -9.30,
  "total_energy_ha": -4304.334012
}